# 1
# C21H28F6N4O5P2S2V

A structure of composition C21H28F6N4O5P2S2V (ωB97M-V/def2-TZVPD, OMol25).

Last column: Löwdin charge in e.
Cartesian coordinates (Å):
V (-1.429, 1.102, -0.438)  0.6625
F (-4.007, 3.647, 3.652)  0.1899
C (-2.953, 3.484, 2.883)  -0.6834
F (-2.295, 2.379, 3.241)  0.1373
F (-2.144, 4.525, 2.975)  0.1747
S (-3.480, 3.306, 1.125)  0.6880
O (-2.245, 2.979, 0.400)  -0.3706
O (-4.179, 4.481, 0.770)  -0.1830
N (-4.434, 2.016, 1.208)  -0.2524
S (-3.860, 0.745, 0.557)  0.6796
O (-3.614, 0.815, -0.889)  -0.3222
O (-2.577, 0.264, 1.134)  -0.4004
C (-5.168, -0.541, 0.891)  -0.6795
F (-5.984, -0.555, -0.141)  0.1936
F (-4.544, -1.702, 1.002)  0.1705
F (-5.808, -0.254, 1.998)  0.1985
C (-0.156, -0.791, -3.273)  -0.2138
P (-0.474, -0.972, -1.499)  1.0106
C (1.199, -1.223, -0.794)  -0.3796
N (1.959, -2.155, -1.315)  0.1546
C (3.144, -2.412, -0.716)  -0.1896
C (3.997, -3.408, -1.245)  -0.0004
C (5.169, -3.691, -0.610)  -0.0451
C (5.542, -3.003, 0.574)  -0.0453
C (4.744, -2.033, 1.102)  -0.0010
C (3.526, -1.711, 0.460)  -0.1907
N (2.751, -0.717, 0.947)  0.1549
C (1.629, -0.457, 0.320)  -0.3891
P (0.682, 1.012, 0.852)  1.0126
C (0.462, 0.770, 2.636)  -0.2049
C (1.816, 2.465, 0.627)  -0.6894
C (2.883, 2.513, 1.726)  -0.0792
C (0.948, 3.729, 0.696)  -0.0838
C (2.481, 2.352, -0.750)  -0.0762
C (-1.365, -2.581, -1.249)  -0.6938
C (-0.719, -3.749, -1.999)  -0.0766
C (-2.792, -2.385, -1.777)  -0.0792
C (-1.384, -2.867, 0.257)  -0.0767
H (0.453, -1.623, -3.624)  0.0515
H (0.369, 0.148, -3.435)  0.0419
H (-1.099, -0.758, -3.817)  0.0584
H (3.689, -3.924, -2.145)  0.1216
H (5.828, -4.453, -1.005)  0.1157
H (6.478, -3.254, 1.056)  0.1156
H (5.013, -1.489, 1.998)  0.1209
H (1.392, 0.398, 3.062)  0.0568
H (-0.340, 0.055, 2.816)  0.0500
H (0.197, 1.717, 3.104)  0.0479
H (2.445, 2.677, 2.712)  0.0814
H (3.548, 3.355, 1.519)  0.0973
H (3.480, 1.603, 1.755)  0.0696
H (0.402, 3.801, 1.641)  0.0775
H (0.233, 3.777, -0.124)  0.0577
H (1.599, 4.603, 0.630)  0.1010
H (3.179, 1.514, -0.791)  0.0807
H (3.049, 3.264, -0.942)  0.0989
H (1.744, 2.243, -1.547)  0.0628
H (-0.722, -3.589, -3.078)  0.0829
H (-1.309, -4.648, -1.800)  0.0972
H (0.303, -3.930, -1.677)  0.0659
H (-2.803, -2.206, -2.854)  0.0883
H (-3.301, -1.554, -1.295)  0.0426
H (-3.367, -3.294, -1.590)  0.1024
H (-0.384, -3.095, 0.632)  0.0850
H (-2.014, -3.739, 0.448)  0.0995
H (-1.792, -2.032, 0.830)  0.0547
O (-1.512, 3.947, -3.260)  0.1916
C (-1.218, 3.036, -2.607)  -0.4038
N (-0.861, 2.071, -1.954)  -0.0354

⟨S²⟩	2.02
ΔE to the lowest compared entry with this formula, charge and spin	3.4	kcal per mole
energy	-4434.40170	hartree
orbital gap (spin up / spin down)	7.88 / 8.32	eV
2S+1	3
E_HOMO (spin up / spin down)	-12.20 / -12.20	eV
net charge	+1

=====

# 2
# C21H28FN5O4

A cluster of 2 separate species, C21H28FN5O4 in total at a distorted geometry (ωB97M-V/def2-TZVPD, OMol25).

Last column: Löwdin charge in e.
Cartesian coordinates (Å):
C (-0.792, -4.661, 1.573)  -0.0018
C (-1.560, -3.564, 0.880)  -0.5062
O (-1.289, -3.234, -0.257)  0.0719
N (-2.608, -2.970, 1.601)  -0.0906
C (-2.228, -2.688, 3.003)  -0.0543
C (-3.093, -1.751, 0.929)  -0.1866
C (-3.976, -2.043, -0.291)  -0.1758
C (-3.861, -1.000, -1.397)  -0.1944
C (-4.263, 0.421, -0.967)  -0.1338
C (-3.219, 1.112, -0.147)  -0.3572
N (-3.561, 1.600, 1.043)  0.1036
N (-2.614, 2.109, 1.800)  0.1123
C (-1.369, 2.093, 1.332)  -0.3407
C (-0.254, 2.509, 2.234)  -0.1228
C (0.400, 1.270, 2.900)  -0.1787
C (1.929, 1.319, 2.864)  -0.1591
C (2.488, 0.894, 1.529)  -0.2401
C (2.221, -0.374, 1.020)  -0.0502
C (2.714, -0.762, -0.212)  -0.0701
C (3.480, 0.113, -0.970)  -0.0813
C (3.763, 1.371, -0.469)  -0.0741
C (3.269, 1.756, 0.770)  -0.0435
N (-1.038, 1.670, 0.105)  0.1251
N (-1.980, 1.179, -0.648)  0.1150
H (-1.383, -5.171, 2.333)  0.0760
H (0.081, -4.234, 2.070)  0.0878
H (-0.473, -5.380, 0.827)  0.0863
H (-2.216, -3.596, 3.599)  0.0802
H (-2.966, -2.018, 3.432)  0.0851
H (-1.255, -2.190, 3.070)  0.0903
H (-2.234, -1.149, 0.616)  0.1109
H (-3.657, -1.161, 1.650)  0.1115
H (-3.678, -3.006, -0.700)  0.1045
H (-5.018, -2.154, 0.021)  0.1146
H (-4.526, -1.290, -2.213)  0.1102
H (-2.849, -1.009, -1.803)  0.1089
H (-5.179, 0.373, -0.376)  0.1148
H (-4.491, 1.027, -1.845)  0.1168
H (0.493, 3.041, 1.648)  0.1129
H (-0.663, 3.150, 3.012)  0.1125
H (0.042, 1.158, 3.922)  0.1102
H (0.085, 0.375, 2.360)  0.0845
H (2.338, 0.671, 3.644)  0.1177
H (2.279, 2.328, 3.096)  0.1115
H (1.614, -1.072, 1.585)  0.1061
H (2.496, -1.751, -0.596)  0.1047
H (3.842, -0.186, -1.941)  0.0906
H (4.374, 2.064, -1.033)  0.1001
H (3.484, 2.746, 1.154)  0.1093
C (2.790, 1.800, -4.476)  -0.0415
C (3.525, 2.884, -5.237)  -0.3145
O (4.742, 2.984, -4.523)  0.1332
C (4.982, 1.787, -3.917)  -0.5629
O (6.009, 1.467, -3.428)  0.1854
O (3.870, 1.015, -3.962)  0.0404
F (2.882, 4.074, -5.197)  0.0770
H (2.222, 2.222, -3.646)  0.1464
H (2.140, 1.189, -5.095)  0.1404
H (3.743, 2.642, -6.278)  0.1718

ΔE to the lowest compared entry with this formula, charge and spin	0.0	kcal per mole
energy	-1491.57987	hartree
orbital gap	8.44	eV
E_HOMO	-8.97	eV

=====

# 3
# C21H28IN5O8Sr

A structure of composition C21H28IN5O8Sr at a distorted geometry (ωB97M-V/def2-TZVPD, OMol25).

Last column: Löwdin charge in e.
Cartesian coordinates (Å):
Sr (-1.072, 0.636, -0.659)  1.5026
O (-5.126, -0.340, 0.701)  -0.0321
C (-3.963, 0.087, 0.738)  -0.7113
O (-3.424, 1.001, 0.055)  -0.1720
C (-3.026, -0.591, 1.759)  -0.1294
N (-1.830, -1.181, 1.152)  -0.2078
C (-2.175, -2.238, 0.186)  -0.1513
C (-2.158, -1.898, -1.321)  -0.1841
N (-0.893, -1.521, -1.958)  -0.2594
C (0.104, -2.587, -2.075)  -0.1667
C (0.902, -2.990, -0.837)  -0.1888
N (1.467, -1.882, -0.104)  -0.1469
C (2.015, -2.308, 1.169)  -0.2045
C (2.134, -1.152, 2.179)  -0.1852
N (1.058, -0.185, 2.137)  -0.1519
C (-0.117, -0.579, 2.886)  -0.1671
C (-0.960, -1.667, 2.222)  -0.1718
C (1.496, 1.158, 2.482)  -0.1156
C (0.550, 2.305, 2.049)  -0.6736
O (0.781, 3.401, 2.581)  -0.0333
O (-0.341, 2.015, 1.209)  -0.1892
C (2.496, -1.179, -0.858)  -0.1064
C (2.029, -0.171, -1.928)  -0.6957
O (2.528, -0.306, -3.059)  -0.0386
O (1.237, 0.722, -1.533)  -0.1609
C (-1.116, -1.005, -3.334)  -0.1139
C (-2.094, 0.196, -3.549)  -0.7084
O (-2.941, -0.001, -4.431)  -0.0334
O (-1.881, 1.233, -2.865)  -0.1766
H (-3.605, -1.360, 2.292)  0.1162
H (-2.707, 0.179, 2.464)  0.1207
H (-3.200, -2.585, 0.375)  0.1291
H (-1.525, -3.094, 0.358)  0.0948
H (-2.868, -1.084, -1.502)  0.1117
H (-2.597, -2.779, -1.820)  0.1327
H (0.816, -2.256, -2.831)  0.1094
H (-0.367, -3.507, -2.471)  0.1253
H (1.691, -3.684, -1.199)  0.1230
H (0.286, -3.571, -0.149)  0.0905
H (3.021, -2.758, 1.046)  0.1185
H (1.394, -3.105, 1.577)  0.0942
H (3.067, -0.619, 1.994)  0.1003
H (2.239, -1.605, 3.186)  0.1145
H (-0.733, 0.307, 3.028)  0.1106
H (0.171, -0.945, 3.894)  0.1185
H (-1.568, -2.160, 3.001)  0.1218
H (-0.306, -2.424, 1.812)  0.0752
H (2.438, 1.356, 1.965)  0.1183
H (1.689, 1.275, 3.563)  0.1177
H (3.190, -1.900, -1.321)  0.1185
H (3.063, -0.573, -0.148)  0.1159
H (-1.476, -1.821, -3.976)  0.1167
H (-0.141, -0.670, -3.697)  0.1178
I (-2.312, 4.614, -0.609)  0.8970
C (-0.221, 4.581, -0.691)  -0.7978
C (0.523, 5.323, 0.218)  -0.1552
C (1.897, 5.212, 0.141)  -0.0920
C (2.461, 4.378, -0.816)  -0.0735
C (1.619, 3.668, -1.653)  -0.1397
N (0.290, 3.773, -1.592)  0.0393
H (0.039, 5.910, 0.982)  0.0882
H (2.522, 5.742, 0.850)  0.1001
H (3.534, 4.250, -0.889)  0.0915
H (1.996, 2.957, -2.377)  0.1037

ΔE to the lowest compared entry with this formula, charge and spin	39.4	kcal per mole
energy	-2021.38662	hartree
orbital gap	7.51	eV
E_HOMO	-3.16	eV
net charge	-2

=====

# 4
# C21H28INO24S5

A cluster of 6 separate species, C21H28INO24S5 in total at a distorted geometry (ωB97M-V/def2-TZVPD, OMol25).

Last column: Löwdin charge in e.
Cartesian coordinates (Å):
C (8.726, -0.629, -4.298)  0.1552
C (7.726, 0.017, -4.160)  -0.0530
C (6.556, 0.828, -4.480)  -0.0803
C (6.660, 2.156, -4.498)  -0.1910
O (7.845, 2.783, -4.180)  -0.0249
N (7.612, 3.521, -2.936)  0.0623
O (7.593, 2.801, -2.034)  0.1396
C (5.442, 2.972, -4.883)  -0.3612
O (5.543, 4.143, -5.112)  0.0832
C (4.083, 2.283, -5.018)  -0.5117
I (2.437, 3.576, -5.319)  1.0551
C (3.941, 0.954, -4.960)  -0.1865
C (2.641, 0.163, -5.047)  -0.1589
C (1.592, 0.497, -3.925)  -0.2436
C (0.237, 0.885, -4.611)  -0.1476
C (5.226, 0.143, -4.796)  -0.2713
O (5.255, -1.049, -4.934)  0.1273
H (9.612, -1.204, -4.489)  0.0444
H (2.232, 0.235, -6.066)  0.1182
H (2.931, -0.897, -4.925)  0.1091
H (1.975, 1.351, -3.340)  0.0725
H (1.461, -0.340, -3.226)  0.0780
H (-0.229, 1.752, -4.115)  0.0608
H (0.365, 1.169, -5.664)  0.0386
H (-0.427, 0.007, -4.547)  0.0693
C (2.008, -3.807, -0.454)  -0.1598
C (2.274, -2.634, 0.465)  -0.1615
O (1.400, -1.601, -0.006)  -0.1837
S (0.058, -2.264, -0.589)  0.6103
O (-0.944, -2.218, 0.416)  -0.2229
O (-0.159, -1.762, -1.896)  -0.2169
O (0.596, -3.774, -0.692)  -0.1824
H (2.519, -3.687, -1.411)  0.1357
H (2.296, -4.756, -0.007)  0.1376
H (3.310, -2.304, 0.432)  0.1381
H (2.000, -2.866, 1.497)  0.1356
C (7.180, -1.323, -9.276)  -0.1628
C (7.444, -0.127, -8.385)  -0.1642
O (6.619, 0.913, -8.922)  -0.1862
S (5.279, 0.265, -9.537)  0.6084
O (4.246, 0.369, -8.570)  -0.2212
O (5.126, 0.728, -10.866)  -0.2082
O (5.781, -1.263, -9.569)  -0.1840
H (7.731, -1.248, -10.216)  0.1342
H (7.426, -2.264, -8.788)  0.1365
H (8.489, 0.174, -8.388)  0.1378
H (7.125, -0.319, -7.357)  0.1190
C (-4.389, -2.490, 0.570)  -0.1648
C (-4.208, -0.989, 0.549)  -0.1655
O (-5.533, -0.464, 0.716)  -0.1845
S (-6.387, -1.464, 1.640)  0.6171
O (-6.365, -0.978, 2.977)  -0.2337
O (-7.595, -1.773, 0.970)  -0.2075
O (-5.402, -2.731, 1.555)  -0.1828
H (-4.754, -2.858, -0.392)  0.1371
H (-3.472, -3.012, 0.832)  0.1219
H (-3.767, -0.635, -0.379)  0.1380
H (-3.599, -0.652, 1.391)  0.1341
C (-6.075, 0.596, 6.802)  -0.1522
C (-5.383, -0.490, 6.010)  -0.1620
O (-4.045, -0.524, 6.531)  -0.1850
S (-4.073, -0.145, 8.091)  0.6021
O (-4.064, -1.344, 8.851)  -0.2210
O (-3.143, 0.903, 8.314)  -0.2202
O (-5.563, 0.464, 8.136)  -0.2113
H (-5.810, 1.589, 6.433)  0.1364
H (-7.157, 0.487, 6.797)  0.1404
H (-5.375, -0.287, 4.944)  0.1064
H (-5.841, -1.465, 6.189)  0.1392
C (-6.912, 1.437, 11.212)  -0.1635
C (-6.656, 2.605, 12.141)  -0.1650
O (-7.537, 3.634, 11.678)  -0.1876
S (-8.876, 2.962, 11.088)  0.6095
O (-9.878, 2.991, 12.091)  -0.2175
O (-9.094, 3.473, 9.783)  -0.2195
O (-8.323, 1.456, 10.972)  -0.1866
H (-6.401, 1.570, 10.257)  0.1158
H (-6.614, 0.487, 11.651)  0.1400
H (-5.623, 2.942, 12.111)  0.1365
H (-6.928, 2.361, 13.170)  0.1331

energy	-4965.81758	hartree
orbital gap	7.85	eV
E_HOMO	-9.60	eV